{
  "formula": "C14H15BrN2O2S",
  "method": "the ωB97M-V functional and the def2-TZVPD basis",
  "elements": ["O", "C", "C", "C", "N", "C", "C", "S", "C", "C", "C", "O", "N", "C", "C", "C", "C", "C", "Br", "C", "H", "H", "H", "H", "H", "H", "H", "H", "H", "H", "H", "H", "H", "H", "H"],
  "coordinates": [[-2.055, -2.168, -1.332], [-1.350, -1.510, -0.620], [-1.728, -0.829, 0.673], [-0.430, -0.264, 1.255], [-0.594, 1.132, 1.646], [-1.509, 1.251, 2.775], [-2.006, 2.681, 2.917], [-0.647, 3.792, 3.386], [0.414, 3.335, 1.985], [0.648, 1.834, 1.944], [0.596, -0.496, 0.144], [1.758, -0.189, 0.138], [-0.015, -1.222, -0.863], [0.675, -1.651, -2.026], [0.527, -2.956, -2.480], [1.200, -3.361, -3.620], [2.025, -2.485, -4.302], [2.163, -1.190, -3.830], [3.286, 0.028, -4.760], [1.493, -0.755, -2.701], [-2.421, -0.021, 0.429], [-2.242, -1.533, 1.325], [-0.081, -0.877, 2.111], [-2.373, 0.605, 2.610], [-1.023, 0.941, 3.717], [-2.753, 2.753, 3.705], [-2.425, 3.038, 1.976], [1.355, 3.865, 2.123], [-0.070, 3.676, 1.070], [1.378, 1.626, 1.163], [1.072, 1.504, 2.908], [-0.115, -3.641, -1.952], [1.084, -4.372, -3.978], [2.555, -2.799, -5.188], [1.610, 0.257, -2.348]],
  "forces_ev_per_a": [[-0.13, -0.08, -0.07], [-0.25, 0.13, 0.29], [-0.06, -0.09, 0.17], [-0.12, 0.04, 0.31], [0.11, -0.10, -0.14], [-0.29, 0.05, -0.06], [0.37, 0.16, 0.20], [-0.09, 0.02, -0.13], [-0.24, -0.01, 0.45], [0.34, 0.24, -0.24], [0.03, 0.05, 0.30], [0.11, 0.01, 0.00], [0.16, -0.10, -0.37], [0.20, -0.20, -0.36], [0.00, 0.07, 0.10], [0.00, 0.04, 0.05], [0.06, 0.10, -0.03], [0.03, 0.08, -0.06], [-0.09, -0.10, 0.08], [-0.01, -0.01, -0.04], [0.03, -0.02, 0.01], [0.00, 0.00, -0.07], [-0.04, 0.03, -0.16], [0.02, -0.05, -0.02], [-0.05, -0.04, -0.09], [-0.05, 0.00, -0.01], [-0.12, -0.10, 0.02], [0.03, 0.02, -0.04], [0.13, -0.02, -0.08], [-0.09, -0.01, 0.15], [0.02, 0.00, -0.08], [-0.05, -0.04, 0.04], [-0.02, -0.09, -0.03], [0.04, -0.01, -0.06], [0.01, 0.04, 0.01]],
  "multiplicity": 1,
  "homo_ev": -8.71,
  "lumo_energy_ha": 0.0225,
  "e_above_lowest_kcal_mol": 0.00,
  "smiles": "O=C1C[C@H](N2CCSCC2)C(=O)N1c1cccc(Br)c1",
  "largest_force_ev_per_a": 0.51
}